No. 1
Here is C2HNO2S2 in the gas phase from the Open Molecules 2025 dataset. Energies are from ωB97M-V/def2-TZVPD.

Values from the calculation:
ΔE to the lowest compared entry with this formula, charge and spin = 0.0 kcal per mole
E = -1078.4099 a.u.
Kohn-Sham gap = 9.131 eV
SMILES string = O=c1oc(=S)[nH]s1

```
8
C2HNO2S2 | the Open Molecules 2025 dataset | ωB97M-V/def2-TZVPD
O -2.58 0.29 -0.06
C -1.41 0.20 0.07
O -0.71 -0.95 0.15
C 0.66 -0.71 0.09
S 1.80 -1.86 -0.01
N 0.90 0.62 0.07
S -0.44 1.69 0.04
H 1.78 0.72 -0.37
```

No. 2
Here is C24H21N3O3S in the gas phase from the Open Molecules 2025 dataset. Energies are from ωB97M-V/def2-TZVPD.

Values from the calculation:
ΔE to the lowest compared entry with this formula, charge and spin = 6.3 kcal per mole
E = -1715.3485 a.u.
Kohn-Sham gap = 9.121 eV
SMILES string = O=C(NCc1ccco1)[C@@H](c1ccncc1)N(C(=O)Cc1cccs1)c1ccccc1

```
52
C24H21N3O3S | the Open Molecules 2025 dataset | ωB97M-V/def2-TZVPD
O 2.40 0.91 1.36
C 1.68 -0.04 1.51
N 2.09 -1.32 1.35
C 3.43 -1.63 0.88
C 3.48 -1.92 -0.58
C 3.79 -1.13 -1.64
C 3.68 -1.95 -2.79
C 3.30 -3.17 -2.34
O 3.17 -3.17 -1.01
C 0.21 0.05 1.95
C -0.13 1.44 2.43
C 0.68 2.04 3.39
C 0.35 3.31 3.83
N -0.69 4.00 3.40
C -1.47 3.42 2.51
C -1.24 2.15 1.99
N -0.64 -0.44 0.87
C -1.81 -1.05 1.22
O -2.07 -1.29 2.38
C -2.79 -1.45 0.11
C -2.92 -0.52 -1.04
C -2.81 -0.81 -2.37
C -3.04 0.31 -3.20
C -3.34 1.43 -2.50
S -3.35 1.15 -0.81
C -0.17 -0.30 -0.46
C 0.03 -1.43 -1.25
C 0.48 -1.30 -2.54
C 0.78 -0.05 -3.06
C 0.63 1.07 -2.26
C 0.16 0.95 -0.97
H 1.42 -2.07 1.40
H 3.80 -2.50 1.45
H 4.04 -0.76 1.10
H 4.06 -0.09 -1.61
H 3.85 -1.66 -3.81
H 3.10 -4.09 -2.85
H 0.05 -0.63 2.80
H 1.54 1.53 3.78
H 0.97 3.82 4.57
H -2.33 4.00 2.18
H -1.92 1.73 1.26
H -3.75 -1.56 0.62
H -2.50 -2.44 -0.26
H -2.57 -1.78 -2.74
H -2.99 0.27 -4.27
H -3.56 2.41 -2.87
H -0.18 -2.41 -0.84
H 0.62 -2.19 -3.15
H 1.13 0.04 -4.07
H 0.87 2.05 -2.65
H 0.04 1.83 -0.35
```

Question: Number 2 is which compound?
Answer: C24H21N3O3S

Question: Which value of Kohn-Sham gap does entry 2 give?
Answer: 9.121 eV

Question: Which value of E does entry 2 give?
Answer: -1715.3485 a.u.

Question: E of number 2 (C24H21N3O3S)?
Answer: -1715.3485 a.u.